Entry from the OMol25 dataset: the molecule C20H25N3O4S at a distorted geometry (ωB97M-V/def2-TZVPD).

- Gap between HOMO and LUMO: 6.83 eV
- Structure (SMILES): CCOc1ccc(C(=O)Nc2ccc(S(=O)(=O)N3CCN(C)CC3)cc2)cc1
- E_HOMO: -7.94 eV

Structure (ORCA input):
```
! wB97M-V def2-TZVPD RIJCOSX def2/J DEFGRID3
* xyz 0 1
C 3.25 -5.82 -5.48
C 2.10 -5.12 -6.24
O 0.91 -5.31 -5.62
C 0.79 -4.45 -4.65
C -0.54 -4.92 -3.92
C -0.95 -4.25 -2.81
C -0.26 -2.86 -2.60
C -0.58 -2.08 -1.34
O -1.54 -2.64 -0.44
N -0.40 -0.73 -1.48
C -0.76 0.06 -0.45
C -1.31 -0.06 0.80
C -1.67 0.94 1.60
C -1.35 2.44 1.24
S -1.61 3.50 2.44
O -1.50 5.08 1.46
O -2.69 3.45 3.23
N -0.02 3.58 3.47
C -0.30 2.61 4.35
C 0.94 1.39 4.07
N 2.27 2.10 4.11
C 2.95 1.95 5.17
C 2.28 3.52 3.72
C 0.87 3.91 2.75
C -0.67 2.45 0.09
C -0.29 1.53 -0.90
C 0.91 -2.62 -3.27
C 1.38 -3.42 -4.18
H 4.16 -5.66 -6.20
H 3.08 -6.79 -5.37
H 3.39 -5.05 -4.59
H 1.86 -5.65 -7.20
H 2.21 -4.30 -6.70
H -1.23 -5.58 -4.34
H -1.82 -4.24 -2.19
H 0.11 -0.50 -2.11
H -1.73 -0.91 1.05
H -2.27 0.86 2.33
H 0.07 2.88 5.34
H -1.02 2.00 4.44
H 0.75 1.04 3.23
H 0.79 0.46 4.80
H 2.66 2.39 6.04
H 3.98 2.33 5.12
H 3.27 0.79 5.38
H 3.13 3.82 3.25
H 1.94 4.05 4.57
H 1.14 5.06 2.38
H 1.09 3.07 2.02
H -0.42 3.53 -0.18
H 0.06 1.51 -1.75
H 1.48 -1.81 -3.02
H 2.08 -3.21 -4.79
*
```



Entry from the OMol25 dataset: the molecule C20H25N3O5 (ωB97M-V/def2-TZVPD).

- Gap between HOMO and LUMO: 9.04 eV
- Structure (SMILES): CN(Cc1ccc2c(c1)OCCO2)C(=O)CN1C(=O)NC2(CCCCC2)C1=O
- E_HOMO: -8.26 eV

Structure (ORCA input):
```
! wB97M-V def2-TZVPD RIJCOSX def2/J DEFGRID3
* xyz 0 1
C -0.83 -0.37 1.58
N -0.61 0.00 0.20
C -1.45 -0.66 -0.79
C -2.89 -0.27 -0.62
C -3.26 1.06 -0.79
C -4.57 1.45 -0.58
C -5.53 0.52 -0.22
C -5.17 -0.82 -0.08
C -3.85 -1.20 -0.26
O -6.09 -1.79 0.23
C -7.43 -1.37 0.07
C -7.62 0.02 0.68
O -6.82 0.96 0.00
C 0.36 0.82 -0.23
O 0.58 1.03 -1.41
C 1.24 1.51 0.82
N 2.60 1.06 0.62
C 3.64 1.91 0.20
O 3.56 3.10 0.11
N 4.70 1.11 -0.01
C 4.42 -0.30 0.15
C 5.32 -0.95 1.21
C 6.74 -1.13 0.70
C 6.76 -1.93 -0.60
C 5.92 -1.24 -1.66
C 4.48 -1.07 -1.17
C 2.97 -0.25 0.63
O 2.28 -1.18 0.96
H -1.12 0.50 2.18
H -1.64 -1.09 1.61
H 0.07 -0.83 2.00
H -1.08 -0.35 -1.77
H -1.33 -1.75 -0.69
H -2.52 1.79 -1.08
H -4.87 2.48 -0.70
H -3.60 -2.24 -0.14
H -8.05 -2.11 0.56
H -7.68 -1.33 -1.00
H -8.65 0.36 0.57
H -7.35 -0.02 1.74
H 1.25 2.59 0.62
H 0.93 1.32 1.85
H 5.56 1.46 -0.41
H 4.88 -1.93 1.45
H 5.31 -0.34 2.11
H 7.33 -1.64 1.46
H 7.20 -0.15 0.53
H 7.79 -2.04 -0.95
H 6.36 -2.93 -0.41
H 5.91 -1.83 -2.58
H 6.35 -0.26 -1.89
H 4.02 -2.05 -1.01
H 3.88 -0.54 -1.92
*
```



Entry from the OMol25 dataset: a structure of composition C20H25N5OPtS2 (ωB97M-V/def2-TZVPD).

- Gap between HOMO and LUMO (spin up / spin down): 6.88 / 6.77 eV
- Expectation value of S²: 2.01
- E_HOMO (spin up / spin down): -6.63 / -6.94 eV

Structure (ORCA input):
```
! wB97M-V def2-TZVPD RIJCOSX def2/J DEFGRID3
* xyz 0 3
Pt -0.95 -0.01 0.25
C 1.87 -0.67 -1.02
N 1.50 0.33 -0.01
C 1.67 1.71 -0.52
C 0.41 2.27 -1.17
N -0.73 2.30 -0.25
C -0.47 3.08 0.97
C -1.93 2.80 -0.91
C -1.93 4.07 -1.47
C -3.07 4.59 -2.06
C -4.24 3.83 -2.06
C -4.24 2.57 -1.50
C -3.09 2.03 -0.91
S -3.20 0.42 -0.24
C 2.25 0.16 1.22
C 3.63 0.28 1.20
C 4.38 0.17 2.37
C 3.73 -0.06 3.57
C 2.35 -0.18 3.60
C 1.58 -0.07 2.43
S -0.16 -0.24 2.58
H 2.88 -0.49 -1.41
H 1.16 -0.63 -1.85
H 1.83 -1.66 -0.57
H 2.48 1.74 -1.25
H 1.95 2.35 0.31
H 0.13 1.66 -2.03
H 0.66 3.28 -1.54
H -0.09 4.08 0.74
H 0.24 2.56 1.62
H -1.41 3.18 1.52
H -1.03 4.67 -1.46
H -3.05 5.57 -2.50
H -5.14 4.23 -2.51
H -5.14 1.97 -1.50
H 4.14 0.47 0.26
H 5.46 0.27 2.33
H 4.29 -0.14 4.49
H 1.83 -0.36 4.53
C -0.42 -5.83 -0.04
N -0.81 -4.49 -0.40
C -1.30 -4.15 -1.71
C -1.27 -2.61 -1.66
O -1.56 -1.88 -2.57
N -0.81 -2.24 -0.42
C -0.52 -3.35 0.27
N 0.03 -3.33 1.48
H -1.19 -6.53 -0.34
H -0.29 -5.92 1.04
H 0.52 -6.12 -0.52
H -2.31 -4.52 -1.88
H -0.65 -4.52 -2.51
H -0.04 -2.42 1.98
H 0.08 -4.16 2.03
*
```



Entry from the OMol25 dataset: a structure of composition C20H25NO4 at a distorted geometry (ωB97M-V/def2-TZVPD).

- Gap between HOMO and LUMO: 7.53 eV
- E_HOMO: -6.90 eV

Structure (ORCA input):
```
! wB97M-V def2-TZVPD RIJCOSX def2/J DEFGRID3
* xyz 0 1
C 2.81 -6.15 2.56
H 2.98 -5.63 3.42
O 1.32 -5.81 2.15
C 1.08 -4.59 1.88
C 1.94 -3.58 1.85
C 1.55 -2.29 1.82
C 0.36 -2.07 1.47
C -0.79 -3.22 1.24
C -0.31 -4.52 1.51
O -1.06 -5.47 1.35
H -0.69 -6.34 1.78
H -1.84 -3.17 1.03
C -0.35 -0.70 0.96
H -0.51 -0.10 2.20
H -1.47 -0.80 0.66
C 0.63 0.13 0.31
N 1.13 -0.61 -0.98
C 0.04 -1.27 -1.65
H 0.23 -1.62 -2.56
H -0.80 -0.54 -1.85
H -0.56 -2.15 -1.15
C 1.97 0.09 -1.48
H 2.32 -0.50 -2.31
H 2.79 0.50 -0.85
C 0.95 1.23 -2.40
C 0.18 2.07 -1.47
C -0.02 1.44 -0.38
C -1.22 2.14 0.61
C -1.55 3.28 0.19
C -1.23 3.92 -1.11
C -0.47 3.17 -1.83
H -0.11 3.50 -2.92
O -1.91 5.08 -1.49
C -1.43 5.55 -2.86
H -0.39 5.80 -2.83
H -1.88 4.96 -3.44
H -2.22 6.45 -2.98
O -2.40 3.91 1.21
C -3.28 5.00 0.83
H -2.58 5.79 0.87
H -3.75 5.29 1.68
H -3.74 4.91 0.13
H -1.32 1.66 1.50
H 0.84 0.95 -3.34
H 1.92 1.92 -2.66
H 1.40 0.57 0.70
H 2.19 -1.33 1.89
H 3.04 -3.53 2.27
H 3.34 -5.90 1.75
H 2.85 -7.41 2.73
*
```



Record-wise calculated total energy values, in a.u.: -1639.6965; -1317.6655; -2041.8539; -1132.1361
Record-wise energy above the lowest of the compared OMol25 structures with the same formula, charge and spin values, in kcal per mole: 591.5; 28.4; 0.0; 481.6